52
Properties=species:S:1:pos:R:3:forces:R:3:mulliken_charge:R:1 method="wB97M-V/def2-TZVPD" multiplicity=5 charge=+1 e_homo_ev="-10.424 / -11.595" orbital_gap_ev="6.81 / 5.19"
Pd -0.0084 0.2063 0.0304 -0.3842 -0.0124 0.4510 -0.037
I 2.6927 -0.0923 0.8967 0.2007 -0.0783 -0.0907 0.154
C 2.2744 1.2830 2.3785 0.0395 0.0824 0.0858 0.987
C 3.3402 1.7377 3.1530 -0.0353 -0.0178 -0.0284 -0.615
C 3.1237 2.6510 4.1713 -0.0375 0.0251 0.0264 -0.664
C 1.8377 3.0965 4.4405 0.0821 -0.0444 -0.0248 -0.842
C 0.7579 2.6248 3.6903 -0.0291 -0.0210 -0.0307 1.096
C -0.5558 3.0413 4.0074 -0.0442 -0.0115 0.0086 -0.698
C -1.6539 2.5375 3.3205 0.0222 0.0025 0.0496 -0.801
C -1.4590 1.6390 2.2929 0.1000 -0.0695 -0.0983 -0.449
C -0.1630 1.2847 1.8344 0.0230 0.1477 -0.0439 0.002
C 0.9586 1.7128 2.6100 -0.1051 0.0194 0.0269 0.441
H 4.3407 1.3787 2.9557 0.0066 -0.0071 -0.0096 0.452
H 3.9582 3.0070 4.7586 0.0136 0.0081 0.0044 0.427
H 1.6613 3.8070 5.2374 -0.0068 0.0085 0.0134 0.440
H -0.6966 3.7306 4.8304 -0.0025 0.0240 0.0004 0.430
H -2.6530 2.8385 3.6039 -0.0165 -0.0112 0.0040 0.461
H -2.3194 1.2025 1.8008 0.0117 0.0394 -0.0014 0.470
Cl -1.0011 -4.8936 0.7546 -0.0362 0.0528 -0.0636 -0.168
C 0.0998 -3.7551 1.5609 0.0597 -0.0558 0.0924 0.095
Cl 1.7856 -4.2681 1.4124 -0.0159 -0.0026 -0.0183 -0.148
C -0.0528 -2.3445 0.9894 -0.0012 -0.0170 -0.1653 0.442
O -0.3770 -1.4585 1.8047 0.0369 0.0731 -0.0162 -0.642
O 0.1668 -2.1442 -0.2290 0.0476 -0.0797 -0.0101 -0.677
H -0.1574 -3.7583 2.6137 0.0119 0.0145 -0.0410 0.359
S -2.4548 0.1292 -0.5631 -0.0152 0.0531 -0.1351 -0.280
C -2.4811 -1.2167 -1.6020 -0.1689 -0.0049 0.0804 0.315
N -2.5892 -2.4693 -1.2149 0.0970 0.0612 -0.0179 -0.204
C -2.3185 -3.4816 -2.2349 0.0198 0.0320 0.0361 -0.629
C -2.7584 -2.8427 -3.5452 0.0055 -0.0215 -0.0021 -0.566
S -2.4230 -1.0678 -3.3206 0.0367 0.0598 -0.0040 -0.079
H -2.5154 -2.6864 -0.2302 -0.0119 -0.0342 -0.0004 0.295
H -2.8687 -4.3939 -2.0174 -0.0028 -0.0005 0.0000 0.406
H -1.2465 -3.6902 -2.2285 0.0117 -0.0427 0.0059 0.256
H -3.8239 -2.9683 -3.7294 0.0052 -0.0114 0.0019 0.342
H -2.1928 -3.2181 -4.3931 -0.0095 -0.0036 -0.0072 0.423
C -1.1671 3.6036 -0.9274 -0.0441 -0.0233 0.0090 -0.909
Ge 0.5448 2.9515 -1.5863 -0.0757 0.1064 0.1543 0.519
C 0.8367 3.7437 -3.3557 0.0100 -0.0660 -0.0620 -1.206
C 2.0235 3.5274 -0.4566 0.0345 -0.0368 0.0169 -0.945
C 0.5350 1.0175 -2.0015 0.1564 -0.1357 -0.2145 -0.930
H -1.1327 4.6932 -0.8925 -0.0154 0.0105 -0.0058 0.402
H -1.4082 3.2344 0.0676 0.0106 0.0057 0.0169 0.195
H -1.9659 3.3027 -1.6049 -0.0132 -0.0020 0.0106 0.325
H 0.8614 4.8247 -3.2107 0.0045 0.0209 -0.0388 0.367
H 0.0286 3.4946 -4.0403 -0.0148 -0.0025 -0.0048 0.364
H 1.7827 3.4198 -3.7847 0.0134 0.0034 -0.0051 0.387
H 2.0845 4.6142 -0.5312 0.0281 0.0039 0.0073 0.404
H 2.9667 3.1091 -0.8081 0.0136 0.0013 0.0055 0.333
H 1.8922 3.2690 0.5916 -0.0212 -0.0035 0.0216 0.191
H 1.4941 0.5871 -2.2825 -0.0042 0.0282 -0.0087 0.463
H -0.2481 0.7573 -2.7093 0.0093 -0.0672 0.0195 0.248

---

47
Properties=species:S:1:pos:R:3:forces:R:3:mulliken_charge:R:1 method="wB97M-V/def2-TZVPD" charge=0 smiles="COC[C@H](C)N[C@H](C(=O)Nc1ccc(C)c(Cl)c1)c1ccccc1" e_homo_ev=-8.188 orbital_gap_ev=8.88
C 2.5264 -0.4521 -3.2697 0.1091 -0.0303 -0.0922 -0.853
O 1.3936 0.0200 -2.5890 -0.1375 0.1241 0.1313 -0.116
C 0.3423 0.3845 -3.4528 -0.2875 0.0480 -0.0087 -1.136
C -0.8185 0.9255 -2.6058 0.3710 0.1422 -0.3358 0.311
C -0.3716 2.1986 -1.8905 -0.0833 -0.2240 -0.0814 -1.434
N -1.1937 -0.1441 -1.6914 -0.3727 -0.2963 -0.2202 -0.345
C -2.1065 0.1753 -0.6087 -0.0008 0.1636 0.1460 0.423
C -1.3176 0.6871 0.6199 0.0113 0.0230 -0.3535 0.236
O -1.8446 1.3240 1.5045 -0.1615 0.1550 0.1861 -0.721
N -0.0294 0.2810 0.5660 0.1997 -0.2609 -0.3230 0.290
C 1.0192 0.5525 1.4349 0.2889 0.1470 0.4062 0.361
C 0.8403 1.1057 2.6989 -0.2051 0.0224 -0.0233 -0.699
C 1.9382 1.3367 3.5059 0.1463 -0.0900 -0.1712 -0.814
C 3.2317 1.0324 3.1002 0.0937 -0.0014 -0.0032 0.844
C 4.4141 1.2838 3.9817 0.0010 -0.0117 -0.0296 -1.677
C 3.3846 0.4822 1.8301 -0.3241 0.0668 0.1116 0.431
Cl 4.9708 0.0837 1.2544 0.1850 -0.0599 -0.1003 -0.265
C 2.3072 0.2414 1.0017 -0.1063 0.0496 0.0563 -0.517
C -2.8298 -1.0557 -0.1203 -0.1363 -0.0915 -0.1513 -0.105
C -2.1552 -2.2652 0.0033 -0.0230 0.0334 -0.0557 -0.264
C -2.8135 -3.3868 0.4743 0.0253 -0.0931 0.0224 -0.752
C -4.1474 -3.3107 0.8381 -0.0309 -0.0552 0.0345 -0.398
C -4.8199 -2.1056 0.7307 -0.0698 -0.0148 0.0313 -0.649
C -4.1649 -0.9839 0.2541 0.0623 0.0450 -0.0422 -0.430
H 2.2960 -1.3539 -3.8508 0.0198 0.0192 0.0232 0.327
H 3.2727 -0.6897 -2.5140 0.0552 -0.0256 -0.0651 0.213
H 2.9288 0.3091 -3.9493 0.0129 -0.0281 0.0212 0.329
H 0.6786 1.1547 -4.1630 -0.0449 -0.0581 0.0327 0.503
H 0.0134 -0.4927 -4.0337 0.0256 0.0557 0.0234 0.438
H -1.6502 1.1843 -3.2893 0.1674 -0.0636 0.1073 0.318
H 0.5524 2.0215 -1.3488 0.0725 0.0678 0.0756 0.295
H -1.1270 2.5524 -1.1952 -0.0664 0.1300 0.0679 0.352
H -0.1975 2.9772 -2.6295 -0.0004 0.0755 -0.0434 0.493
H -1.5399 -0.9348 -2.2241 -0.0096 0.0343 0.0954 0.292
H -2.8484 0.9429 -0.8790 0.1521 -0.0618 0.1539 0.518
H 0.2156 -0.1451 -0.3296 -0.0984 0.0617 0.1733 -0.031
H -0.1528 1.3552 3.0329 -0.0516 0.0050 0.0115 0.501
H 1.7886 1.7671 4.4850 -0.0070 0.0434 0.1061 0.300
H 4.1023 1.7125 4.9300 -0.0088 0.0288 0.0666 0.368
H 5.1099 1.9681 3.4971 0.0933 0.0252 0.0493 0.346
H 4.9484 0.3538 4.1737 0.0908 0.0024 0.0594 0.350
H 2.4547 -0.1764 0.0175 0.0459 -0.0517 -0.1166 0.550
H -1.1121 -2.3261 -0.2687 0.1159 -0.0201 -0.0152 0.276
H -2.2810 -4.3223 0.5640 0.0415 -0.0713 0.0073 0.387
H -4.6592 -4.1866 1.2084 -0.0405 -0.0687 0.0273 0.385
H -5.8586 -2.0378 1.0183 -0.0834 0.0062 0.0220 0.387
H -4.6906 -0.0436 0.1776 -0.0367 0.1027 -0.0170 0.383

---

46
Properties=species:S:1:pos:R:3:forces:R:3:mulliken_charge:R:1 method="wB97M-V/def2-TZVPD" charge=0 smiles="Cc1cc(C(=O)CN2CCCCC2)c(C)n1-c1ccc(F)cc1" e_homo_ev=-8.038 orbital_gap_ev=8.70
C 1.5607 2.0888 1.2361 0.0347 -0.0875 0.0442 -1.708
C 1.0537 0.7269 0.9142 -0.3196 0.3967 0.1560 0.112
C -0.2063 0.2227 1.0056 0.3265 0.0332 0.0591 -0.287
C -0.1735 -1.1228 0.5360 0.7268 0.1300 -0.1732 0.501
C -1.2753 -2.0638 0.4786 -0.2514 -0.1354 0.0877 0.426
O -1.1566 -3.2256 0.1329 -0.0983 -0.0278 -0.0158 -0.665
C -2.6334 -1.5212 0.9146 -0.2032 -0.1379 -0.0773 -1.169
N -2.9654 -0.3011 0.2127 -0.1673 -0.1696 0.1311 0.537
C -3.0690 -0.5253 -1.2196 0.0482 -0.0718 -0.1849 -0.865
C -3.6246 0.7171 -1.9246 0.1635 0.0837 0.0526 -0.764
C -3.3464 1.9448 -1.0667 -0.1592 0.0213 -0.0809 -0.493
C -4.1369 1.8297 0.2384 0.0712 -0.0529 -0.0140 -0.769
C -4.1436 0.3705 0.7229 -0.0726 0.1417 0.0903 -0.778
C 1.1380 -1.3826 0.1584 -0.4418 -0.3940 0.0590 0.470
C 1.7332 -2.6345 -0.3706 0.0210 -0.1198 0.0321 -1.629
N 1.8713 -0.2593 0.3928 -0.3928 -0.1059 0.0460 0.554
C 3.2483 -0.1158 0.1390 0.5903 0.0382 -0.1365 -0.881
C 4.1220 0.1845 1.1796 -0.1626 -0.1062 -0.1927 -0.016
C 5.4736 0.3331 0.9332 0.1963 0.0258 -0.1860 -0.731
C 5.9376 0.1721 -0.3603 -0.1455 -0.0134 0.0287 0.412
F 7.2548 0.3155 -0.6050 -0.0966 -0.0129 0.0176 -0.336
C 5.0886 -0.1321 -1.4096 0.2471 0.0213 0.1012 -0.737
C 3.7379 -0.2733 -1.1541 -0.0901 0.0911 0.2466 0.000
H 0.7252 2.7830 1.2688 -0.0217 0.0543 -0.0028 0.416
H 2.2721 2.4269 0.4835 0.0232 0.1161 -0.0067 0.350
H 2.0577 2.1138 2.2065 0.0703 0.0926 0.0306 0.304
H -1.0747 0.7426 1.3508 -0.1178 0.2034 0.0578 0.585
H -2.5773 -1.3049 1.9863 -0.0150 -0.0206 0.0060 0.420
H -3.3810 -2.3209 0.7587 0.1449 0.0659 0.0370 0.380
H -3.7052 -1.4013 -1.4425 0.0675 0.0117 0.0439 0.296
H -2.0613 -0.7488 -1.5830 -0.0580 -0.0302 -0.0890 0.389
H -4.7027 0.6218 -2.0697 -0.0316 -0.0115 -0.0589 0.351
H -3.1656 0.8192 -2.9085 -0.0756 -0.0458 -0.0354 0.375
H -3.6236 2.8581 -1.5953 0.0675 0.0281 0.0033 0.402
H -2.2786 1.9830 -0.8483 0.0455 0.0912 -0.0208 0.196
H -3.6871 2.4752 0.9940 -0.0455 0.0249 0.0497 0.310
H -5.1646 2.1637 0.0850 -0.0233 0.0568 0.0229 0.352
H -5.0690 -0.1371 0.3981 0.0203 -0.0377 0.0625 0.376
H -4.1218 0.3391 1.8147 -0.0445 -0.0647 -0.0453 0.353
H 1.7426 -2.6329 -1.4612 0.0444 -0.0644 -0.0776 0.294
H 1.1228 -3.4749 -0.0507 0.0604 0.0093 -0.0373 0.440
H 2.7560 -2.7603 -0.0181 0.0628 -0.0276 -0.0285 0.367
H 3.7401 0.2889 2.1831 -0.0581 0.0013 0.0940 0.518
H 6.1662 0.5647 1.7266 0.0851 0.0205 0.0629 0.424
H 5.4863 -0.2495 -2.4050 0.0600 -0.0060 -0.0900 0.424
H 3.0548 -0.4976 -1.9583 -0.0854 -0.0155 -0.0692 0.492

---

Sequential E_tot output: -140463.607 -39674.599 -27821.602 eV
Sequential largest force on an atom output: 0.0115 0.0102 0.0147 hartree/bohr